# C18H32NO2S

A gas-phase ion, C18H32NO2S (charge +1) (ωB97M-V/def2-TZVPD, the OMol25 dataset).

Geometry as XYZ:
```
54
Properties=species:S:1:pos:R:3:mulliken_charge:R:1
C -2.98631 -2.08764 -1.30990 -0.69
H -2.51078 -2.48939 -2.20232 0.42
C -4.34440 -1.49106 -1.66289 -0.45
C -5.14747 -1.04548 -0.43915 -0.99
C -4.46695 0.02347 0.41724 0.53
C -4.26907 1.34379 -0.32356 -0.38
C -3.66057 2.43964 0.55169 -1.14
C -2.24728 2.12679 1.01905 -0.13
H -1.84383 2.94702 1.61359 0.48
H -2.21025 1.20471 1.58896 0.12
S -1.13366 1.94157 -0.42963 -0.39
C 0.31033 1.16498 0.22324 0.51
C 1.52681 1.71668 -0.15910 -0.66
C 2.72201 1.13338 0.21496 0.78
C 2.72186 -0.01455 1.00909 -0.01
C 1.50442 -0.56579 1.38592 -0.47
C 0.29175 -0.01097 0.99445 0.16
O -0.91638 -0.54206 1.28971 -0.45
C -0.98850 -1.72725 2.05096 -1.05
H -2.05029 -1.94629 2.14937 0.29
H -0.55446 -1.59132 3.04554 0.39
H -0.49659 -2.55953 1.53967 0.37
H 1.51625 -1.45561 1.99452 0.53
C 4.01778 -0.64796 1.45211 -1.40
H 3.83938 -1.24476 2.34615 0.54
C 4.60789 -1.56437 0.38038 -0.57
H 5.48955 -2.07669 0.76701 0.42
H 3.87040 -2.31583 0.09516 0.37
N 4.97956 -0.77733 -0.83642 0.03
H 4.71493 0.23303 -0.63841 0.29
C 4.28832 -1.20256 -2.06572 -0.98
H 4.59745 -0.58064 -2.90342 0.35
H 4.52031 -2.24103 -2.29592 0.41
H 3.21335 -1.09762 -1.92944 0.34
H 5.99040 -0.81377 -0.98536 0.43
H 4.73921 0.13053 1.70802 0.34
O 3.97546 1.61355 -0.17201 -0.55
C 4.04172 2.87643 -0.81253 -1.03
H 5.10203 3.10057 -0.91728 0.29
H 3.56968 3.64688 -0.20221 0.37
H 3.57123 2.84736 -1.79847 0.38
H 1.49771 2.60948 -0.76024 0.56
H -3.64985 3.37697 -0.00945 0.32
H -4.27855 2.58871 1.44090 0.39
H -3.61952 1.19039 -1.18668 0.26
H -5.23538 1.69277 -0.69274 0.36
H -3.50469 -0.35618 0.75848 -0.64
H -5.08535 0.20406 1.30063 0.42
H -6.11400 -0.66572 -0.77764 0.32
H -5.34066 -1.91968 0.18815 0.40
H -4.20416 -0.64838 -2.34140 0.30
H -4.93150 -2.24213 -2.19630 0.35
H -2.32698 -1.33454 -0.88601 -0.10
H -3.10236 -2.89660 -0.59075 0.27
```

Properties
orbital gap = 7.88 eV
energy above the lowest of the compared OMol25 structures with the same formula, charge and spin = 23.4 kJ/mol
net charge = +1
SMILES string = CCCCCCCSc1cc(OC)c(CC[NH2+]C)cc1OC



# C18H32NO5P2SYb

A molecular structure, C18H32NO5P2SYb (ωB97M-V/def2-TZVPD, the OMol25 dataset).

Geometry as XYZ:
```
60
Properties=species:S:1:pos:R:3:mulliken_spin:R:1
C 2.17642 -0.59010 -3.78904 0.00
C 1.78017 -0.20394 -2.49768 0.00
N 0.65165 -0.69923 -1.95158 0.00
C -0.15006 -1.51972 -2.65874 0.00
C 0.17729 -1.89607 -3.96935 0.00
C 1.36325 -1.43513 -4.54028 0.00
C 2.62882 0.79347 -1.68370 0.00
P 2.40880 0.59967 0.11922 0.00
Yb -0.02654 0.04309 0.41090 1.02
P -2.11331 -0.92174 -0.69761 0.00
C -1.42252 -2.06994 -1.97216 0.00
O 1.98027 3.69893 -1.95833 0.00
O 0.14103 3.81535 -0.00583 0.00
H 3.11896 -0.20322 -4.15808 0.00
H -0.50875 -2.55198 -4.49424 0.00
H 1.64676 -1.72981 -5.55026 0.00
C 3.45182 -0.72775 0.74956 0.00
C 2.88582 2.11723 0.95354 0.00
H -2.21624 -2.30460 -2.70391 0.00
H -1.14676 -2.99631 -1.42468 0.00
H 2.35364 1.86832 -1.94125 0.00
H 3.70623 0.61803 -1.85888 0.00
C -3.04582 -1.95336 0.45585 0.00
C -3.30217 0.13671 -1.53758 0.00
H -0.26399 2.89488 -0.35059 0.00
H -0.02367 3.83611 0.95359 0.00
H 1.36929 3.95793 -1.21805 0.00
H 1.48706 3.91275 -2.76558 0.00
H 0.30984 -1.92318 0.76934 -0.01
H -0.51855 1.82814 -0.86638 0.00
H 4.50224 -0.45043 0.60943 0.00
H 3.22059 -0.89467 1.81239 0.00
H 3.22831 -1.66878 0.23085 0.00
H 3.93603 2.31691 0.72248 0.00
H 2.25338 2.94645 0.61155 0.00
H 2.72603 2.01853 2.03562 0.00
H -4.13458 -0.42825 -1.96790 0.00
H -3.67761 0.86624 -0.80586 0.00
H -2.77725 0.71968 -2.30415 0.00
H -3.88876 -2.45429 -0.02959 0.00
H -2.38080 -2.68949 0.92407 0.00
H -3.41434 -1.31080 1.26689 0.00
C -3.22755 -1.80577 8.00870 0.00
C -2.39027 -1.32571 6.86360 0.00
C -1.95853 -0.00098 6.81272 0.00
C -1.17829 0.48833 5.76272 0.00
C -0.80639 -0.39270 4.73748 0.00
C -1.23995 -1.72934 4.74255 0.00
C -2.02014 -2.17116 5.81584 0.00
S 0.22962 0.22280 3.42849 0.00
O 1.00694 1.32055 3.94646 0.00
O 1.01663 -0.93886 2.99836 0.00
O -0.79456 0.63380 2.40622 0.00
H -2.72036 -1.68880 8.97003 0.00
H -4.16396 -1.24813 8.09260 0.00
H -3.48174 -2.85868 7.89743 0.00
H -2.23052 0.67197 7.61933 0.00
H -0.82524 1.51929 5.73896 0.00
H -0.93715 -2.40763 3.94101 0.00
H -2.34145 -3.20692 5.84265 0.00
```

Properties
orbital gap (alpha / beta) = 7.87 / 7.86 eV
energy above the lowest of the compared OMol25 structures with the same formula, charge and spin = 0.0 kJ/mol
multiplicity = 2



# C18H32NO8

2 unconnected molecules or ions with the total composition C18H32NO8 (ωB97M-V/def2-TZVPD, the OMol25 dataset).

Geometry as XYZ:
```
59
Properties=species:S:1:pos:R:3:mulliken_charge:R:1
C 2.52419 -2.54408 -0.96160 -0.55
C 0.93552 -2.30068 -0.63832 0.36
O 0.00433 -3.13482 -1.41386 -0.42
C -1.01680 -2.32041 -2.10070 -0.54
C -2.24806 -1.81983 -1.09652 -0.31
N -2.23563 -0.30104 -1.11404 0.33
C -2.95266 0.36798 -2.30371 0.09
O -3.66312 -0.40924 -3.36481 -0.30
C -5.11864 -0.21296 -3.28000 -0.36
C -5.93178 -1.51821 -2.63911 -0.83
C -2.99144 2.02926 -2.49369 -0.52
C -2.26269 3.02720 -1.36910 0.40
C -2.28852 4.66478 -1.45305 0.37
O -3.34945 5.27518 -0.85513 -0.46
O -1.27987 5.52957 -2.08477 -0.43
C -1.52446 2.21966 -0.10902 0.05
C -0.79204 3.17824 1.01727 -0.75
O 0.52894 3.56235 0.41996 -0.38
O 1.37496 2.57838 0.53601 -0.17
C -1.55735 0.54946 -0.02562 0.73
C -0.81891 -0.10574 1.29133 -0.97
H 3.05536 -2.98044 0.00473 -0.06
H 2.73037 -3.20926 -1.90240 0.36
H 3.02862 -1.47517 -1.12949 0.09
H 0.73298 -1.13523 -0.79822 -0.16
H 0.76926 -2.59792 0.50537 0.14
H -1.45216 -2.97548 -2.99798 0.31
H -0.49624 -1.39705 -2.59722 0.40
H -3.23807 -2.26994 -1.58412 0.01
H -2.16956 -2.29892 -0.03181 0.45
H -5.44793 0.70951 -2.61475 0.33
H -5.51772 0.02581 -4.37028 0.32
H -6.24538 -2.30993 -3.45267 0.27
H -5.39701 -1.98359 -1.70392 0.25
H -6.95626 -1.06377 -2.22935 0.31
H -3.53447 2.50707 -3.42173 0.38
H -0.52055 5.00876 -2.48166 0.38
H -1.37163 4.18370 1.20125 0.41
H -0.61024 2.61817 2.03278 0.28
H 1.43503 2.06255 -0.33516 0.33
H -1.48951 0.20883 2.22756 0.46
H -0.78434 -1.27533 1.30445 0.20
H 0.24317 0.39552 1.50314 0.13
C 4.02719 0.36328 1.18820 -0.72
O 3.35565 -0.75632 1.75627 0.00
C 4.26575 -1.77845 2.17452 -0.45
C 4.46280 -1.75819 3.69300 -0.74
O 5.15217 -0.57518 4.11013 -0.38
C 4.26970 0.39044 4.67243 -0.62
H 3.30577 1.17635 1.07819 0.03
H 4.84669 0.70991 1.82404 0.37
H 4.41276 0.10022 0.19861 0.36
H 5.22485 -1.68817 1.65054 0.42
H 3.81787 -2.73701 1.89187 0.27
H 5.09195 -2.60882 3.97711 0.40
H 3.50534 -1.85870 4.21616 0.34
H 3.94309 0.05955 5.66279 0.34
H 3.40056 0.56797 4.03388 0.19
H 4.81764 1.33021 4.78224 0.25
```

Properties
orbital gap = 6.21 eV
net charge = +1



# C18H33BBr3Cl2FMgN3O21P2RbS

A molecular structure, C18H33BBr3Cl2FMgN3O21P2RbS (ωB97M-V/def2-TZVPD, the OMol25 dataset).

Geometry as XYZ:
```
87
Properties=species:S:1:pos:R:3:mulliken_charge:R:1
C -2.23832 1.39327 1.22503 -0.77
C -2.33353 0.98223 -0.25355 -0.44
P -1.88077 2.32389 -1.45612 0.31
C -2.45909 1.63038 -3.04996 -1.17
C 0.00082 2.58286 -1.47283 1.52
C 0.20717 4.13686 -1.39350 -1.09
C 0.32250 4.73658 -0.02203 -0.09
F 1.60220 5.02417 0.36001 -0.29
C 0.79039 2.15228 -2.69544 -0.46
Br 0.34241 2.93660 -4.40607 -0.07
C 0.70309 0.62708 -2.58202 -0.39
O 0.74148 -0.19968 -3.44326 -0.48
N 0.58578 0.38779 -1.19239 0.28
C 0.69500 1.66638 -0.46188 -0.66
P 2.44788 2.20482 -0.01071 0.54
C 2.62853 2.27220 1.86992 -1.01
O 3.46659 1.05470 -0.64267 -0.27
H -1.61834 0.66085 1.71662 0.35
H -1.72997 2.35422 1.37057 -0.12
H -3.20675 1.33954 1.74895 0.11
H -3.37052 0.78348 -0.48109 0.61
H -1.80671 0.06595 -0.46699 0.37
H -1.80729 0.84761 -3.40846 0.30
H -3.42278 1.18645 -2.86264 0.48
H -2.49595 2.40555 -3.79245 0.34
H -0.66689 4.57551 -1.84680 0.77
H 1.03705 4.47983 -1.99047 0.07
H -0.19413 4.12119 0.68883 -0.62
H -0.19899 5.69035 -0.03517 0.40
H 1.85552 2.31788 -2.63137 0.31
H 1.19164 -0.36117 -0.88087 0.47
H 0.24446 1.61752 0.52136 0.07
H 3.35760 3.08619 2.07764 0.38
H 1.68164 2.53571 2.38018 -0.28
H 3.01725 1.32557 2.21659 0.67
H 3.34862 0.22674 -0.15388 0.37
Rb -2.35268 4.16085 1.73180 0.78
Br -6.33276 -0.03383 1.96214 -0.14
C -4.93950 -0.66883 3.17597 0.07
C -5.41445 -0.53888 4.59322 -0.51
Br -5.33002 1.34248 5.08189 -0.21
H -4.04667 -0.09024 2.97928 0.03
H -4.75511 -1.69799 2.90479 -0.07
H -4.76779 -1.06843 5.28768 0.40
H -6.43825 -0.86871 4.72697 0.44
B -3.43524 -5.38688 0.80884 1.19
O -2.43079 -6.18401 0.08947 -0.33
C -2.91179 -7.39645 -0.12759 0.60
O -2.34682 -8.28542 -0.69466 -0.63
C -4.32885 -7.45930 0.47445 0.52
O -5.06017 -8.40567 0.46137 -0.63
O -4.60305 -6.27499 1.00689 -0.56
O -2.90888 -4.89693 2.10526 -0.60
C -2.93363 -3.57967 2.09793 0.63
O -2.57728 -2.86658 2.99598 -0.66
C -3.49618 -3.11355 0.74230 0.64
O -3.63580 -1.97882 0.38798 -0.52
O -3.78568 -4.18296 0.03145 -0.54
Mg 4.95640 2.58606 0.77531 0.26
C 0.19297 -5.07093 -2.27618 -0.85
N -0.78903 -4.02698 -1.88664 0.94
O -0.98993 -3.85897 -0.70661 -0.54
O -1.32201 -3.41957 -2.78250 -0.67
H 0.58076 -5.52754 -1.37480 0.25
H -0.33252 -5.79737 -2.88721 0.32
H 0.97854 -4.57587 -2.84108 0.21
O 2.69045 -2.77346 -3.44374 -0.72
Cl 1.59793 -3.39728 -2.73416 1.83
O 0.48413 -3.59996 -3.63325 -0.55
O 1.18196 -2.53353 -1.64052 -0.61
O 2.01849 -4.67149 -2.19531 -0.55
C 1.52588 2.69245 5.03876 -0.74
O 0.65944 2.88209 4.01344 -0.76
H 1.09611 2.22110 5.95559 0.20
H 2.40546 2.03083 4.81748 0.16
H 2.01538 3.61658 5.44617 0.22
N 3.74101 5.06292 -2.80401 -0.41
H 3.57656 6.06746 -2.84039 0.39
H 3.60553 4.72619 -1.83792 0.12
H 3.08046 4.57988 -3.42312 0.29
H 4.69936 4.85568 -3.09687 0.45
Cl 4.09357 -0.49944 -2.41739 -0.51
O 8.95237 -0.74879 -0.35372 -0.57
S 9.29241 0.53812 0.28071 1.23
O 8.11815 0.90777 1.13870 -0.53
O 9.38943 1.58932 -0.75455 -0.60
O 10.49455 0.44819 1.09734 -0.66
```

Properties
orbital gap = 1.73 eV
net charge = -2



> Which formula does entry 2 have?

C18H32NO5P2SYb



Repeat the first record exactly.
# C18H32NO2S

A gas-phase ion, C18H32NO2S (charge +1) (ωB97M-V/def2-TZVPD, the OMol25 dataset).

Geometry as XYZ:
```
54
Properties=species:S:1:pos:R:3:mulliken_charge:R:1
C -2.98631 -2.08764 -1.30990 -0.69
H -2.51078 -2.48939 -2.20232 0.42
C -4.34440 -1.49106 -1.66289 -0.45
C -5.14747 -1.04548 -0.43915 -0.99
C -4.46695 0.02347 0.41724 0.53
C -4.26907 1.34379 -0.32356 -0.38
C -3.66057 2.43964 0.55169 -1.14
C -2.24728 2.12679 1.01905 -0.13
H -1.84383 2.94702 1.61359 0.48
H -2.21025 1.20471 1.58896 0.12
S -1.13366 1.94157 -0.42963 -0.39
C 0.31033 1.16498 0.22324 0.51
C 1.52681 1.71668 -0.15910 -0.66
C 2.72201 1.13338 0.21496 0.78
C 2.72186 -0.01455 1.00909 -0.01
C 1.50442 -0.56579 1.38592 -0.47
C 0.29175 -0.01097 0.99445 0.16
O -0.91638 -0.54206 1.28971 -0.45
C -0.98850 -1.72725 2.05096 -1.05
H -2.05029 -1.94629 2.14937 0.29
H -0.55446 -1.59132 3.04554 0.39
H -0.49659 -2.55953 1.53967 0.37
H 1.51625 -1.45561 1.99452 0.53
C 4.01778 -0.64796 1.45211 -1.40
H 3.83938 -1.24476 2.34615 0.54
C 4.60789 -1.56437 0.38038 -0.57
H 5.48955 -2.07669 0.76701 0.42
H 3.87040 -2.31583 0.09516 0.37
N 4.97956 -0.77733 -0.83642 0.03
H 4.71493 0.23303 -0.63841 0.29
C 4.28832 -1.20256 -2.06572 -0.98
H 4.59745 -0.58064 -2.90342 0.35
H 4.52031 -2.24103 -2.29592 0.41
H 3.21335 -1.09762 -1.92944 0.34
H 5.99040 -0.81377 -0.98536 0.43
H 4.73921 0.13053 1.70802 0.34
O 3.97546 1.61355 -0.17201 -0.55
C 4.04172 2.87643 -0.81253 -1.03
H 5.10203 3.10057 -0.91728 0.29
H 3.56968 3.64688 -0.20221 0.37
H 3.57123 2.84736 -1.79847 0.38
H 1.49771 2.60948 -0.76024 0.56
H -3.64985 3.37697 -0.00945 0.32
H -4.27855 2.58871 1.44090 0.39
H -3.61952 1.19039 -1.18668 0.26
H -5.23538 1.69277 -0.69274 0.36
H -3.50469 -0.35618 0.75848 -0.64
H -5.08535 0.20406 1.30063 0.42
H -6.11400 -0.66572 -0.77764 0.32
H -5.34066 -1.91968 0.18815 0.40
H -4.20416 -0.64838 -2.34140 0.30
H -4.93150 -2.24213 -2.19630 0.35
H -2.32698 -1.33454 -0.88601 -0.10
H -3.10236 -2.89660 -0.59075 0.27
```

Properties
orbital gap = 7.88 eV
energy above the lowest of the compared OMol25 structures with the same formula, charge and spin = 23.4 kJ/mol
net charge = +1
SMILES string = CCCCCCCSc1cc(OC)c(CC[NH2+]C)cc1OC